(1)
A molecular structure, C4H5N3O at a distorted geometry, computed with the ωB97M-V functional and the def2-TZVPD basis.

Structure (XYZ):
```
13
Properties=species:S:1:pos:R:3:lowdin_charge:R:1
C 0.89 -0.11 -0.10 -0.54
C -1.00 0.97 -0.24 -0.35
C -1.74 -0.94 -0.08 -0.10
C -0.42 -0.41 -0.32 -0.07
H 2.64 0.01 0.31 0.13
H 1.67 -1.64 0.82 0.26
H 2.01 1.89 -0.05 0.24
H -2.30 -1.30 0.87 0.16
H -2.22 -1.30 -0.96 0.10
N 2.02 -0.80 -0.17 0.08
N 1.01 1.26 -0.13 0.00
N -0.30 1.95 0.01 0.14
O -2.26 0.43 0.03 -0.04
```

The calculation puts the relative energy (zero: lowest compared OMol25 entry of this formula, charge and spin) at 7.6275 eV. The energy is -394.6873 Eh. The frontier orbital gap is 8.6 eV. The value obtained for the maximum force is 6.999 eV/Å.



(2)
A molecular structure, C16H42AsF6NO10P2S at a distorted geometry, computed with the ωB97M-V functional and the def2-TZVPD basis.

Structure (XYZ):
```
79
Properties=species:S:1:pos:R:3:lowdin_charge:R:1
N -4.96 -0.20 -1.42 0.36
H -4.04 0.17 -1.27 0.16
H -5.48 -0.04 -0.57 0.16
H -5.02 -1.19 -1.64 0.16
H -5.31 0.34 -2.20 0.15
As -2.36 -0.76 3.63 0.92
F -0.54 -0.67 4.02 -0.33
F -2.12 0.12 1.99 -0.37
F -4.09 -1.03 3.41 -0.31
F -2.39 -1.76 5.12 -0.30
F -2.80 0.77 4.49 -0.31
F -2.09 -2.19 2.65 -0.30
C -3.01 9.65 3.87 -0.24
C -3.17 8.23 3.45 -0.22
C -1.76 7.63 3.66 -0.24
S -0.74 8.63 4.75 0.70
O 0.65 8.67 4.34 -0.33
O -1.21 8.22 6.06 -0.32
C -1.53 10.11 4.02 -0.20
H -3.56 9.68 4.81 0.11
H -3.57 10.23 3.13 0.11
H -3.67 8.09 2.49 0.12
H -3.80 7.79 4.22 0.11
H -1.21 7.74 2.72 0.09
H -1.88 6.56 3.82 0.11
H -1.08 10.14 3.03 0.10
H -1.29 11.07 4.46 0.11
C -2.15 6.57 -4.50 -0.10
C -1.85 5.82 -3.29 -0.29
O -0.50 5.42 -2.97 -0.18
P 0.15 4.15 -3.76 0.49
O -0.49 2.87 -3.33 -0.26
O 0.11 4.56 -5.29 -0.17
C 1.14 4.10 -6.21 -0.28
C 1.84 5.11 -7.06 -0.06
O 1.71 4.37 -3.19 -0.20
C 1.78 3.92 -1.80 -0.29
C 2.22 2.51 -1.62 -0.09
H -1.79 6.18 -5.46 0.07
H -3.20 6.60 -4.79 0.08
H -1.93 7.63 -4.37 0.08
H -2.35 6.34 -2.47 0.12
H -2.37 4.86 -3.35 0.10
H 1.95 3.52 -5.76 0.11
H 0.68 3.26 -6.72 0.12
H 2.33 5.88 -6.47 0.09
H 2.62 4.54 -7.57 0.08
H 1.10 5.32 -7.84 0.08
H 2.50 4.62 -1.37 0.12
H 0.84 3.97 -1.26 0.11
H 2.56 2.27 -0.61 0.09
H 1.38 1.86 -1.87 0.07
H 3.01 2.25 -2.33 0.08
C 1.79 -13.30 1.12 -0.04
C 1.12 -11.88 1.24 -0.26
O 2.13 -10.96 0.99 -0.22
P 1.85 -9.35 0.94 0.52
O 1.04 -8.95 -0.21 -0.23
O 1.27 -8.90 2.44 -0.20
C 0.75 -7.60 2.65 -0.29
C 1.84 -6.63 2.88 -0.09
O 3.36 -8.72 1.00 -0.19
C 4.33 -9.10 0.09 -0.30
C 4.50 -8.05 -1.01 -0.08
H 1.20 -13.80 0.35 0.06
H 2.84 -13.28 0.82 0.07
H 1.73 -14.00 1.95 0.07
H 0.33 -11.59 0.54 0.11
H 0.66 -11.57 2.18 0.11
H 0.23 -7.26 1.75 0.11
H 0.08 -7.70 3.51 0.13
H 1.57 -5.78 3.51 0.09
H 2.69 -7.15 3.31 0.08
H 2.44 -6.41 2.00 0.07
H 5.26 -9.29 0.63 0.12
H 4.10 -10.03 -0.44 0.11
H 3.53 -7.83 -1.45 0.07
H 4.88 -7.07 -0.74 0.07
H 5.21 -8.29 -1.80 0.07
```

The calculation puts the relative energy (zero: lowest compared OMol25 entry of this formula, charge and spin) at 5.9330 eV. The energy is -5357.9620 Eh. The frontier orbital gap is 8.0 eV. The value obtained for the maximum force is 3.568 eV/Å.



(3)
A molecular structure, C19H18F3HfO4S at a distorted geometry, computed with the ωB97M-V functional and the def2-TZVPD basis.

Structure (XYZ):
```
46
Properties=species:S:1:pos:R:3:lowdin_charge:R:1
C 0.48 -1.41 1.28 -0.17
C -0.73 -2.08 0.92 -0.11
C -0.63 -2.47 -0.45 -0.12
H -1.49 -2.39 1.64 0.15
C 0.63 -1.98 -0.97 -0.16
C 1.35 -1.38 0.13 -0.15
H 2.41 -1.13 0.15 0.15
H 0.77 -1.23 2.31 0.10
H -1.35 -3.10 -0.99 0.13
H 1.00 -2.19 -1.97 0.13
C -0.81 2.42 0.07 -0.10
C -0.51 1.77 1.31 -0.11
C 0.80 1.20 1.20 -0.16
H -1.05 1.86 2.25 0.12
C 1.29 1.43 -0.14 -0.18
C 0.28 2.18 -0.84 -0.15
H 0.36 2.60 -1.85 0.14
H -1.68 3.05 -0.12 0.14
H 1.37 0.93 2.09 0.13
H 2.30 1.23 -0.49 0.14
Hf -0.46 -0.02 -0.34 1.79
O -0.13 -0.19 -3.52 -0.16
C -1.36 -0.72 -4.07 -0.12
C -0.11 -0.93 -4.89 -0.13
H -1.75 -1.57 -3.52 0.11
H -2.02 0.04 -4.46 0.11
H 0.34 -1.94 -4.83 0.15
H 0.98 -1.91 -7.26 0.11
C 0.66 -0.86 -7.32 -0.02
C 0.12 -0.22 -6.16 -0.18
C -0.32 1.11 -6.33 -0.04
H -0.77 1.63 -5.48 0.11
C -0.20 1.77 -7.56 -0.07
H -0.53 2.80 -7.65 0.11
C 0.33 1.12 -8.68 -0.06
H 0.42 1.65 -9.63 0.12
C 0.76 -0.20 -8.55 -0.07
H 1.17 -0.72 -9.42 0.11
F 1.55 -0.14 6.19 0.14
C 1.08 -0.44 4.97 -0.59
F 1.92 0.11 4.03 0.06
F 1.13 -1.80 4.78 0.09
S -0.67 0.24 4.77 0.50
O -1.33 -0.36 5.92 -0.29
O -0.48 1.69 4.80 -0.32
O -1.08 -0.26 3.46 -0.38
```

The energy is -1781.1955 Eh. The frontier orbital gap is 5.4 eV. The value obtained for the maximum force is 2.033 eV/Å. As for the charge: +1.



(4)
A molecular structure, C19H28CaN4S2 at a distorted geometry, computed with the ωB97M-V functional and the def2-TZVPD basis.

Structure (XYZ):
```
54
Properties=species:S:1:pos:R:3:lowdin_charge:R:1
Ca -0.22 -0.26 -0.36 1.22
S -1.19 2.44 -0.53 0.82
S -1.05 -2.82 -0.42 0.78
C -2.99 2.29 -0.66 -0.35
C -0.67 2.33 -2.29 -0.43
C -1.00 1.08 -3.11 -0.24
N -0.32 -0.14 -2.62 -0.23
C -0.94 -1.42 -3.05 -0.24
C -0.54 -2.62 -2.18 -0.44
H 0.42 2.52 -2.29 0.07
H -1.17 3.20 -2.72 0.09
H -0.72 1.28 -4.16 0.14
H -2.08 0.91 -3.08 0.11
H -0.64 -1.65 -4.08 0.15
H -2.03 -1.30 -3.03 0.12
H 0.55 -2.74 -2.16 0.09
H -1.00 -3.53 -2.57 0.09
C -2.86 -2.56 -0.49 -0.32
H 0.65 -0.12 -2.94 0.14
H -3.24 -1.73 -1.12 0.05
H -3.23 -2.41 0.54 0.06
H -3.22 -3.52 -0.88 0.06
H -3.37 2.21 0.38 0.05
H -3.36 1.42 -1.23 0.04
H -3.36 3.23 -1.11 0.06
C 5.17 0.13 -2.16 -0.06
C 5.26 0.18 -0.81 -0.06
H 5.13 1.03 -2.76 0.05
H 5.19 -0.81 -2.69 0.05
H 5.31 1.12 -0.29 0.03
H 5.35 -0.72 -0.22 0.05
C -2.02 -2.68 4.89 -0.04
C -2.45 -1.34 4.87 -0.04
C -2.06 -0.49 3.83 -0.01
C -1.17 -0.95 2.84 -0.28
C -0.83 -2.32 2.82 -0.07
C -1.22 -3.18 3.84 -0.05
N -0.59 -0.11 1.86 -0.08
N 0.19 0.90 2.22 0.13
C 1.23 1.44 1.40 -0.35
C 2.03 2.41 2.06 0.04
C 3.03 3.07 1.34 0.01
C 3.18 2.79 -0.04 -0.02
C 2.36 1.84 -0.63 -0.13
N 1.46 1.11 0.09 -0.09
H -2.31 -3.34 5.71 0.12
H -3.06 -0.96 5.69 0.12
H -2.38 0.55 3.79 0.11
H -0.19 -2.67 2.01 0.05
H -0.88 -4.21 3.84 0.12
H 1.79 2.54 3.12 0.13
H 3.68 3.76 1.86 0.13
H 3.99 3.25 -0.62 0.13
H 2.45 1.59 -1.68 0.11
```

The energy is -2433.2416 Eh. The frontier orbital gap is 6.8 eV. The value obtained for the maximum force is 4.745 eV/Å. As for the charge: +2.



> What is the formula in the fourth record?

C19H28CaN4S2